Molecular formula: C30H33MnN9O2
Method: DFT, ωB97M-V/def2-TZVPD

Atoms and positions in Å:
Mn: 0.1736 -0.1653 -0.3323
C: 3.5815 6.0410 -1.4033
C: 2.6336 4.9410 -1.0058
C: 1.4362 5.1774 -0.3832
C: 0.5552 4.1343 -0.0238
C: -0.6048 4.4864 0.6966
N: -1.5024 3.6276 1.0681
C: -2.6815 3.9255 1.8745
C: -3.0328 2.7268 2.7489
C: -3.1884 1.4318 1.9615
N: -4.1837 1.6100 0.9015
C: -4.6791 0.7012 0.1086
C: -4.2957 -0.6395 -0.0909
C: -5.3686 -1.4609 -0.5004
C: -5.2956 -2.8386 -0.5790
C: -6.4665 -3.6943 -0.9863
C: -4.0732 -3.3882 -0.2549
C: -2.9118 -2.6487 0.0796
C: -1.7772 -3.4340 0.2162
N: -0.5281 -3.0724 0.6091
C: 1.9212 -3.3054 -0.0671
C: 2.8068 -2.0844 0.1944
C: 2.9561 -1.1165 -0.9838
N: 2.1047 0.0867 -0.8338
C: 2.6847 1.1985 -1.0659
C: 2.1324 2.5292 -0.8842
C: 2.9571 3.5959 -1.2161
C: 0.8606 2.7682 -0.3077
O: 0.0103 1.8253 -0.0220
C: -2.9551 -1.1813 0.0737
O: -1.9536 -0.4287 0.0843
H: 3.1239 7.0204 -1.2740
H: 3.8761 5.9448 -2.4490
H: 4.4905 6.0131 -0.7999
H: 1.1459 6.1975 -0.1509
H: -0.7563 5.5242 0.9838
H: -1.3018 2.6744 0.7409
H: -3.5050 4.1916 1.2075
H: -2.4812 4.8005 2.4896
H: -3.9491 2.9511 3.2989
H: -2.2506 2.5767 3.4940
H: -3.5299 0.6249 2.6132
H: -2.2557 1.0936 1.5127
H: -4.6978 2.4794 0.9199
H: -5.5803 1.0262 -0.4030
H: -6.3148 -0.9771 -0.7267
H: -7.3456 -3.0866 -1.1945
H: -6.7284 -4.4016 -0.1990
H: -6.2355 -4.2682 -1.8844
H: -3.9700 -4.4691 -0.2896
H: -1.8752 -4.4718 -0.0801
H: 2.3935 -3.8513 -0.8874
H: 1.9437 -3.9846 0.7908
H: 3.7966 -2.4862 0.4178
H: 2.5094 -1.5260 1.0793
H: 2.7021 -1.6050 -1.9242
H: 3.9938 -0.7882 -1.0581
H: 3.7254 1.1804 -1.3928
H: 3.9226 3.3638 -1.6582
N: -0.4009 -1.4377 3.6064
C: 0.2324 -0.5528 2.8358
N: 0.2616 -1.0091 1.5994
C: -0.3592 -2.2168 1.6918
N: -0.7764 -2.5207 2.8975
C: 0.4537 -3.1347 -0.5197
C: 0.1121 -4.3831 -1.3226
N: -0.0609 -4.4100 -2.5888
C: -0.0323 -3.2175 -3.2847
C: 0.0678 -2.0335 -2.6183
N: 0.2288 -1.9191 -1.2869
H: -0.5491 -1.4151 4.6030
H: 0.6514 0.3752 3.1925
H: 0.1000 -5.3237 -0.7686
H: -0.1534 -3.2544 -4.3560
H: -0.0164 -1.1057 -3.1770

Forces on the atoms, in the same order (eV/Å):
0.54 -0.27 -0.44
-0.03 -0.03 0.01
0.09 0.03 -0.04
-0.02 0.08 0.01
-0.05 0.08 0.04
0.11 0.16 -0.07
-0.26 -0.04 0.16
0.13 -0.04 -0.11
-0.03 0.02 0.02
-0.04 0.05 -0.03
0.04 -0.01 0.14
-0.09 0.02 -0.04
-0.25 -0.09 -0.06
0.20 0.24 0.09
-0.02 -0.28 -0.01
0.01 0.04 0.00
-0.12 -0.08 -0.12
-0.17 0.02 0.31
0.24 0.15 0.18
-0.49 -0.10 0.50
-0.13 -0.03 0.28
0.03 -0.02 -0.02
-0.05 0.03 0.03
-0.09 -0.11 -0.01
0.03 0.12 0.00
0.09 -0.05 -0.03
0.08 -0.02 -0.03
-0.10 -0.08 -0.05
-0.05 -0.01 0.25
0.33 0.03 -0.05
-0.28 -0.06 0.09
0.00 -0.02 0.01
-0.01 -0.01 0.02
-0.02 -0.01 -0.01
0.00 -0.03 0.00
0.02 -0.01 -0.01
0.02 -0.07 0.00
-0.02 0.02 -0.01
0.00 0.02 0.03
0.00 0.01 -0.01
0.00 -0.01 0.01
-0.02 -0.02 0.02
0.03 0.01 -0.03
0.03 0.04 0.01
0.02 -0.02 -0.04
0.03 -0.02 -0.02
0.02 0.00 0.00
0.02 0.02 0.00
0.01 0.02 0.02
0.00 0.03 -0.01
0.09 0.07 -0.30
-0.01 -0.02 -0.01
0.05 0.03 0.01
0.01 0.01 -0.02
0.02 -0.01 0.00
-0.06 -0.03 -0.01
0.01 0.01 0.01
0.00 0.02 0.01
-0.03 0.01 0.01
0.01 -0.05 0.08
0.07 0.06 0.03
-0.23 0.08 -0.24
-0.06 0.17 -0.25
0.03 0.08 -0.06
0.58 -0.04 -0.75
-0.04 -0.15 -0.32
0.02 0.03 0.41
-0.01 0.42 -0.07
0.02 -0.43 -0.37
-0.25 0.06 0.83
0.02 -0.02 0.02
-0.02 -0.02 -0.03
0.00 0.04 -0.03
0.00 -0.06 0.03
0.05 0.08 0.02

The expectation value of S² is 1.054. The charge is +2. Its energy above the lowest of the compared OMol25 structures with the same formula, charge and spin is 3.9088 eV. Its spin multiplicity is 2.